Computed, not measured: a 9-piece molecular cluster, C46H118F3N8O19 overall at a distorted geometry, with ωB97M-V/def2-TZVPD.

```
194
Properties=species:S:1:pos:R:3:forces:R:3:lowdin_charge:R:1
N 18.33308 20.95326 -15.54667 -3.8 5.5 0.3 -0.780
O 19.24241 20.72009 -16.19829 7.1 -3.1 -4.7 -0.002
O 18.06048 20.38410 -14.55208 -1.5 -3.3 4.7 -0.053
O 17.67679 21.98982 -15.86992 -1.7 1.0 0.0 -0.165
C 21.42906 14.57297 -22.33599 -0.5 -4.0 2.0 -0.521
O 20.19279 15.24198 -22.19412 0.3 1.8 0.4 -0.108
O 21.27035 13.32659 -21.75032 0.7 1.4 -2.0 -0.291
C 21.92985 14.76556 -23.84030 -0.3 -0.3 -0.9 -0.452
F 23.22598 14.38948 -23.98203 -0.6 -0.8 0.0 0.091
F 21.19656 14.26618 -24.95800 1.2 0.3 2.4 0.056
F 22.00219 16.08784 -24.08329 -0.4 0.8 -0.1 0.085
C 20.22193 16.61712 -21.77134 -1.5 -0.6 -1.5 -0.262
C 18.72977 16.94787 -21.59399 0.0 0.1 -0.4 -0.091
H 18.24397 16.45371 -20.75262 0.4 0.4 0.5 0.063
H 18.56623 18.02430 -21.64569 -0.1 0.1 0.6 0.059
H 18.13214 16.55287 -22.41552 0.5 -0.1 -0.4 0.070
H 20.61916 17.22990 -22.58054 0.0 0.2 -0.2 0.095
H 20.83539 16.90270 -20.91681 0.1 -0.7 0.6 0.103
H 22.23025 14.96690 -21.71066 0.4 1.6 -0.4 0.110
C 12.67330 15.07591 -10.37654 -0.2 -0.6 -0.2 -0.067
O 11.78058 14.39838 -11.31364 0.0 1.1 -0.6 -0.215
C 11.29656 15.22054 -12.43281 0.8 -2.1 1.8 -0.164
C 10.58935 14.27294 -13.40992 -0.5 0.2 -0.1 -0.074
N 9.34533 13.60496 -12.76898 0.5 -0.8 -1.7 0.086
H 9.64756 13.16242 -11.91288 0.0 0.0 0.9 0.145
H 8.62319 14.29026 -12.59872 -0.1 0.3 0.5 0.168
C 8.66831 12.42734 -13.57606 1.6 0.4 0.9 -0.032
C 7.77099 11.60873 -12.64505 -2.2 1.6 0.9 -0.226
O 8.28236 11.40328 -11.36906 1.7 -0.3 1.2 -0.203
C 7.37850 10.98261 -10.29766 -0.1 -1.1 -1.0 -0.032
H 13.48497 15.65767 -10.81341 -0.2 0.0 -0.7 0.086
H 13.16600 14.26871 -9.83454 -0.3 0.1 0.2 0.095
H 12.14971 15.74880 -9.69745 -0.3 -0.2 0.0 0.087
H 12.19299 15.64303 -12.88670 -0.4 0.4 -0.4 0.134
H 10.60077 15.94708 -12.01314 0.0 0.4 -0.3 0.125
H 11.20638 13.48408 -13.84011 0.2 -0.1 0.6 0.138
H 10.30324 14.85766 -14.28418 -0.6 0.0 0.1 0.128
H 9.52066 11.84787 -13.93076 -0.1 0.0 -0.2 0.133
H 8.14390 12.92645 -14.39092 -0.1 -0.5 0.0 0.135
H 7.32115 10.73508 -13.11673 0.5 -0.2 -0.3 0.146
H 6.93854 12.26861 -12.40075 -0.8 0.2 -0.8 0.121
H 7.95046 10.55029 -9.47665 0.4 0.6 -0.2 0.099
H 6.79829 10.13158 -10.65431 -0.2 0.0 -0.2 0.093
H 6.66043 11.71630 -9.93138 0.4 0.5 -0.3 0.093
C 34.19941 17.18754 -13.79773 0.1 0.1 1.0 -0.050
O 32.81578 17.14292 -13.44303 0.4 0.6 0.9 -0.172
C 32.00100 16.98368 -14.51836 -0.9 0.9 -1.6 -0.256
C 30.64244 17.65577 -14.32156 -0.9 -1.5 0.6 -0.086
N 30.69829 19.00285 -13.68946 -1.0 0.5 -0.2 0.076
H 30.93367 18.87418 -12.71573 0.4 -0.2 0.4 0.172
H 31.42184 19.59756 -14.06748 0.4 0.2 -0.4 0.178
C 29.38885 19.80640 -13.69523 0.1 0.0 -0.9 -0.068
C 29.01315 20.41009 -15.03380 -1.5 0.8 -0.7 -0.216
O 28.12506 19.57066 -15.77641 0.6 -1.1 0.2 -0.214
C 27.30016 20.14390 -16.83182 1.2 1.2 1.0 -0.040
H 34.73325 17.29610 -12.85364 0.1 -0.4 -0.1 0.100
H 34.44266 18.09838 -14.34483 -0.2 -0.2 -0.5 0.096
H 34.46576 16.25977 -14.30410 0.3 0.2 -0.1 0.105
H 31.94323 15.95716 -14.88031 -0.6 -0.4 0.4 0.146
H 32.33608 17.49339 -15.42170 0.9 0.4 -0.1 0.128
H 29.98842 17.15450 -13.60806 0.1 -0.5 -0.1 0.141
H 30.11804 17.65564 -15.27712 0.0 0.5 0.1 0.140
H 29.54472 20.61897 -12.98561 0.0 -0.2 0.0 0.137
H 28.50583 19.22444 -13.43120 0.5 -0.5 0.5 0.145
H 29.85070 20.83236 -15.58906 0.4 -0.4 -0.4 0.135
H 28.45530 21.30350 -14.75323 -0.2 0.3 0.1 0.127
H 27.96976 20.76628 -17.42544 -0.2 0.0 -0.4 0.090
H 26.57376 20.80144 -16.35427 -0.2 0.0 -0.1 0.088
H 26.79600 19.40129 -17.45027 0.4 -0.2 0.4 0.096
C 13.45849 29.70931 -6.88407 -2.0 0.7 0.2 -0.114
O 14.43394 29.10776 -7.64198 1.7 -0.4 -1.2 -0.198
C 13.89437 28.20914 -8.60219 1.8 -0.3 0.5 -0.163
C 15.02274 28.01763 -9.70487 -1.5 -1.0 0.3 -0.026
N 16.12901 27.05426 -9.26489 0.3 -0.3 0.6 0.071
H 16.97994 27.52903 -9.53063 0.6 -0.4 -0.8 0.165
H 16.27858 27.07013 -8.26615 -0.8 0.2 0.8 0.164
C 16.14085 25.54219 -9.64555 -0.8 0.8 -1.1 -0.045
C 14.89873 24.83134 -9.12040 0.2 0.3 1.0 -0.228
O 13.71872 25.18098 -9.76250 -0.1 0.1 -1.1 -0.177
C 13.65229 24.72786 -11.12887 -1.0 0.7 -0.2 -0.068
H 13.80103 30.48011 -6.19368 0.5 -0.2 -0.3 0.106
H 12.86627 28.99149 -6.31653 0.0 -0.2 0.2 0.097
H 12.79355 30.16417 -7.61828 -0.5 0.5 0.4 0.095
H 12.90683 28.43984 -9.00174 0.2 0.8 -0.4 0.136
H 13.68409 27.32472 -8.00079 0.2 -0.8 -0.6 0.120
H 15.52368 28.92133 -10.05200 -0.2 0.2 0.7 0.137
H 14.62728 27.57916 -10.62110 -0.3 -0.2 0.2 0.118
H 17.07411 25.11506 -9.27855 -0.1 0.1 -0.1 0.140
H 16.07297 25.55062 -10.73340 0.6 -0.2 0.0 0.122
H 14.81839 25.16794 -8.08679 -0.4 -0.2 0.3 0.127
H 14.95249 23.74338 -9.08083 0.8 -0.1 -0.2 0.143
H 14.17519 25.38719 -11.82167 0.6 0.0 0.1 0.078
H 12.62055 24.86227 -11.45374 -0.1 -0.2 0.4 0.097
H 13.92602 23.69015 -11.31942 0.3 0.0 0.5 0.105
C 19.16008 25.31984 -21.79325 0.2 1.1 0.7 -0.047
O 17.72238 25.38808 -21.48189 1.7 -0.7 0.1 -0.188
C 17.04113 26.31702 -22.28420 0.1 0.6 0.8 -0.217
C 15.77176 26.71109 -21.51688 0.1 0.5 0.3 -0.037
N 16.04983 27.26013 -20.05337 0.6 -0.2 -2.3 0.091
H 15.14884 27.36628 -19.60946 -0.2 -0.1 0.3 0.165
H 16.57656 26.49382 -19.65915 0.2 -0.3 0.7 0.155
C 16.85891 28.57196 -19.93880 -0.9 -1.1 0.3 -0.067
C 16.34477 29.72689 -20.77202 1.7 0.3 -0.6 -0.201
O 16.81878 29.59850 -22.10434 -0.1 -0.3 -0.1 -0.201
C 16.96079 30.79529 -22.86733 0.5 1.1 0.5 -0.074
H 19.49016 25.14987 -22.81806 -0.9 -0.4 -0.3 0.098
H 19.73595 24.66056 -21.14377 -0.9 -0.6 0.1 0.095
H 19.60337 26.28427 -21.54530 -0.2 0.5 0.0 0.076
H 16.76381 25.83703 -23.22271 -0.2 0.4 -0.2 0.146
H 17.66555 27.19688 -22.43928 0.0 0.1 -0.4 0.114
H 15.19249 25.79066 -21.44371 -0.2 0.2 0.6 0.135
H 15.17202 27.50734 -21.95778 0.2 -0.2 -0.4 0.127
H 17.90002 28.29488 -20.10435 -0.1 0.3 -0.5 0.142
H 16.79324 28.85269 -18.88763 -0.2 -0.1 0.1 0.132
H 16.88916 30.53898 -20.29009 -0.2 0.6 0.0 0.132
H 15.27799 29.94199 -20.71035 -0.2 -0.2 0.1 0.140
H 16.02844 31.34916 -22.97714 -0.2 -0.5 -0.5 0.097
H 17.54317 30.65331 -23.77770 -0.9 -0.9 -0.3 0.101
H 17.62599 31.54231 -22.43425 0.1 -0.1 1.1 0.086
C 27.60944 26.38130 -4.66235 0.5 -0.7 1.1 -0.078
O 26.19674 26.13705 -4.46906 0.5 1.3 -0.7 -0.193
C 25.45054 27.28477 -4.91017 0.8 -1.8 -0.7 -0.169
C 25.35916 27.29331 -6.46336 -1.6 -0.2 -0.5 -0.043
N 24.50048 26.12669 -7.04736 0.9 -0.6 0.9 0.075
H 23.64370 26.14421 -6.51282 -0.4 -0.5 0.4 0.166
H 24.19481 26.27055 -7.99919 0.3 0.4 -0.7 0.152
C 25.15335 24.72722 -6.99735 0.0 0.6 0.3 -0.065
C 24.52577 23.77819 -7.99955 -0.8 -0.5 -0.7 -0.192
O 24.43921 24.40365 -9.28932 0.3 0.9 0.8 -0.207
C 23.62361 23.73412 -10.24005 0.0 -0.5 0.0 -0.080
H 28.15596 25.60960 -4.12022 -0.3 -0.1 0.1 0.099
H 27.91773 27.32133 -4.20476 -0.2 0.2 -0.1 0.099
H 28.01968 26.31665 -5.67014 -0.7 0.2 -0.5 0.083
H 25.86399 28.21890 -4.52996 0.3 0.1 -0.3 0.135
H 24.46940 27.21328 -4.44076 -0.3 -0.2 -0.3 0.133
H 26.20482 27.20368 -7.14522 0.6 0.7 0.9 0.135
H 24.73233 28.15653 -6.68705 0.4 0.3 -0.4 0.130
H 25.09287 24.50257 -5.93247 -0.2 -0.8 -0.2 0.134
H 26.22301 24.73457 -7.20677 0.0 1.0 -0.1 0.138
H 23.55329 23.41499 -7.66719 -0.4 0.2 0.0 0.127
H 25.11582 22.86778 -8.10486 0.4 0.0 0.3 0.137
H 22.59718 23.69115 -9.87578 -0.1 -0.3 0.0 0.091
H 24.03631 22.74635 -10.44521 -0.2 -0.3 0.2 0.094
H 23.60837 24.22531 -11.21298 0.3 0.5 0.4 0.096
C 3.88997 15.53190 -17.16182 0.0 0.4 0.5 -0.093
O 5.07688 15.53576 -17.95647 0.4 1.2 -0.8 -0.186
C 5.01753 16.45103 -19.08842 -1.1 0.0 0.8 -0.159
C 4.96024 17.94516 -18.67356 0.4 -1.2 1.2 -0.067
N 6.15883 18.24290 -17.74726 -1.0 1.9 -0.5 0.082
H 6.09384 17.73393 -16.87730 -0.4 -0.6 0.1 0.160
H 7.02667 17.94036 -18.16611 0.6 0.3 -0.4 0.152
C 6.26157 19.75221 -17.30299 0.5 -1.8 1.1 -0.043
C 7.68583 19.95681 -16.82222 1.0 -0.6 -1.5 -0.186
O 8.49027 19.47974 -17.94562 -0.1 1.3 1.5 -0.209
C 9.89294 19.70257 -17.75293 0.7 -0.6 -1.7 -0.079
H 4.09847 15.02669 -16.21875 0.1 -0.6 -0.4 0.094
H 3.00650 15.13290 -17.66019 0.2 -0.3 -0.2 0.106
H 3.60845 16.51268 -16.77851 0.0 0.5 -0.4 0.072
H 4.12099 16.20736 -19.65847 -0.3 0.3 0.0 0.135
H 5.81600 16.33249 -19.82088 0.5 -0.5 0.6 0.133
H 4.11651 18.16971 -18.02103 -0.2 0.0 -0.4 0.121
H 4.94923 18.56244 -19.57186 0.3 0.2 0.3 0.144
H 5.65402 19.84172 -16.40245 -0.6 0.1 -0.4 0.136
H 5.92612 20.40980 -18.10495 0.3 -0.2 0.0 0.144
H 8.06419 19.41556 -15.95505 -0.8 -0.6 0.3 0.127
H 7.82144 20.98401 -16.48372 0.2 0.5 -0.8 0.134
H 10.45025 18.84061 -17.38612 -0.5 -0.1 1.1 0.089
H 10.16456 20.64621 -17.27978 -0.3 -0.1 0.2 0.098
H 10.31626 19.67647 -18.75703 -0.1 0.7 -0.2 0.095
C 27.10700 14.36304 -18.86609 1.4 2.8 -0.5 -0.110
O 26.36069 13.89721 -17.79382 -1.2 0.6 -0.3 -0.185
C 26.34935 12.53176 -17.88664 -0.3 -2.1 0.4 -0.226
C 25.37807 11.84999 -16.89014 -0.2 0.5 0.2 -0.047
N 23.96453 12.40341 -16.84476 1.1 2.7 -0.3 0.101
H 23.53177 12.47341 -17.75466 -0.2 -0.5 -0.7 0.186
H 23.40206 11.79599 -16.26615 -0.5 0.1 0.3 0.165
C 23.93250 13.85570 -16.30089 0.1 -0.4 1.0 -0.078
C 22.54864 14.36157 -16.08411 -1.7 -0.7 -0.7 -0.210
O 21.75246 13.32058 -15.54749 1.5 -0.9 -0.1 -0.196
C 20.44892 13.68843 -15.24227 -0.5 1.2 0.5 -0.096
H 28.18229 14.33008 -18.69067 0.3 -0.9 0.2 0.095
H 26.99568 15.44726 -18.87907 -0.5 0.1 -0.2 0.093
H 26.90528 14.01337 -19.87858 -0.5 -0.5 0.3 0.113
H 27.38351 12.26394 -17.67009 0.0 -1.1 0.3 0.139
H 26.13985 12.15916 -18.88933 -0.2 0.2 -0.3 0.137
H 25.77234 11.99933 -15.88498 -0.2 -0.2 0.1 0.131
H 25.14708 10.79983 -17.06878 1.0 -0.1 -0.2 0.143
H 24.40668 14.59549 -16.94584 0.4 -0.8 -0.2 0.134
H 24.47240 13.75787 -15.35906 0.1 0.2 0.0 0.135
H 22.11332 14.65019 -17.04082 -0.1 0.1 -0.4 0.142
H 22.50542 15.27729 -15.49445 0.4 0.0 0.4 0.138
H 20.55468 14.62786 -14.69971 -0.6 0.2 0.3 0.087
H 19.96857 12.96154 -14.58729 0.2 -0.1 -0.2 0.098
H 19.83560 13.89685 -16.11892 0.0 -0.2 -0.2 0.103
```
Positions in Å, forces in eV/Å.

Properties
Spin multiplicity   1
Largest force on an atom   9.036 eV/A
Calculated total energy   -108526.882 eV
HOMO   -9.4 eV
Relative energy (zero: lowest compared OMol25 entry of this formula, charge and spin)   139.51 kJ/mol
Total charge   +5